Version 1
Entry from the OMol25 dataset: a cluster of 2 separate species, C3H2N2 in total (ωB97M-V/def2-TZVPD).

Results
HOMO-LUMO gap (spin up / spin down): 0.3831 / 0.1812 hartree
Highest occupied orbital energy (spin up / spin down): -11.84 / -9.53 eV
LUMO level (spin up / spin down): -1.42 / -4.60 eV

XYZ file:
```
7
Properties=species:S:1:pos:R:3:lowdin_charge:R:1
C -0.08 -1.39 -0.57 -0.34
C -0.48 3.22 -0.34 0.00
C 0.17 -0.73 0.56 0.03
N -0.27 -1.93 -1.58 0.16
N -0.09 2.17 -0.17 0.02
H 1.25 -0.71 0.74 0.08
H -0.50 -0.62 1.35 0.05
```

Version 2
Entry from the OMol25 dataset: a structure of composition C3H2N2 (ωB97M-V/def2-TZVPD).

Results
HOMO-LUMO gap: 0.3346 hartree
Highest occupied orbital energy: -10.27 eV
LUMO level: -1.16 eV

XYZ file:
```
7
Properties=species:S:1:pos:R:3:lowdin_charge:R:1
C -0.03 -1.38 0.05 0.00
C -1.14 -0.72 0.00 -0.06
C 0.65 0.07 -0.01 -0.20
N -1.55 0.56 0.04 0.03
N -0.43 1.13 -0.02 0.01
H 1.28 -0.06 0.83 0.09
H 1.21 0.40 -0.89 0.13
```

Stability summary - winner: version 1; margin: 0.841 eV.